Here is a cluster of 3 separate species, C31H46ClF5N3O7PS2 in total from OMol25. Energies are from ωB97M-V/def2-TZVPD.

The geometry in XYZ format:
```
96
C31H46ClF5N3O7PS2 (ωB97M-V/def2-TZVPD)
C 2.158 -2.484 3.557
C 1.453 -3.537 2.691
C -0.067 -3.413 2.800
C 1.970 -3.539 1.238
C 1.276 -2.631 0.224
C 1.718 -2.958 -1.201
C 1.497 -1.161 0.572
O 1.047 -0.361 -0.515
C 0.861 1.022 -0.384
C 0.306 1.472 1.005
C -1.148 0.912 1.201
F -1.173 -0.347 0.674
F -1.294 0.729 2.563
C -2.393 1.605 0.679
C -3.427 1.933 1.539
C -4.584 2.508 1.064
C -4.728 2.763 -0.287
C -3.711 2.406 -1.147
C -3.832 2.619 -2.629
F -4.949 3.311 -2.959
F -3.871 1.438 -3.291
F -2.776 3.316 -3.120
C -2.557 1.818 -0.681
C 0.527 2.992 1.381
Cl 1.986 3.056 2.418
C -0.587 3.748 2.144
C -1.416 4.758 1.376
N -1.355 5.974 1.715
S 0.973 3.933 -0.097
O -0.084 3.709 -1.038
O 1.426 5.238 0.230
O 2.250 3.132 -0.554
C 2.094 1.760 -1.013
C 1.892 1.845 -2.549
C 2.061 0.596 -3.412
O 1.581 0.890 -4.728
P 3.789 1.086 -0.646
O 3.823 -0.349 -1.331
O 4.596 2.031 -1.660
S 4.495 1.083 1.153
H 1.653 -2.371 4.515
H 2.177 -1.511 3.068
H 3.187 -2.790 3.749
H 1.731 -4.507 3.113
H -0.578 -3.875 1.954
H -0.383 -2.368 2.838
H -0.432 -3.896 3.706
H 3.037 -3.288 1.244
H 1.907 -4.557 0.846
H 0.193 -2.776 0.257
H 1.156 -2.392 -1.936
H 2.785 -2.800 -1.350
H 1.519 -4.011 -1.406
H 2.545 -0.959 0.819
H 0.923 -0.936 1.471
H 0.072 1.257 -1.093
H 0.852 0.949 1.788
H -3.330 1.742 2.596
H -5.373 2.760 1.758
H -5.631 3.218 -0.667
H -1.805 1.526 -1.394
H -1.250 3.032 2.612
H -0.123 4.322 2.941
H -2.066 4.406 0.579
H -1.976 6.539 1.139
H 0.886 2.225 -2.717
H 2.582 2.607 -2.909
H 3.103 0.295 -3.468
H 1.470 -0.239 -3.050
H 2.289 1.310 -5.223
H 4.334 -0.928 -0.747
H 5.398 2.329 -1.208
C 0.926 -1.779 -7.382
C 1.939 -2.886 -7.653
C 1.615 -4.184 -6.904
C 1.705 -4.014 -5.455
N 1.801 -3.868 -4.321
H 0.928 -1.484 -6.332
H 1.159 -0.892 -7.972
H -0.083 -2.100 -7.647
H 2.938 -2.549 -7.371
H 1.970 -3.115 -8.720
H 2.299 -4.980 -7.198
H 0.606 -4.520 -7.149
C -3.926 -1.554 7.148
C -3.602 -0.269 6.395
C -2.929 -0.530 5.042
C -1.606 -1.132 5.201
N -0.560 -1.579 5.350
H -3.017 -2.105 7.394
H -4.447 -1.335 8.079
H -4.565 -2.207 6.551
H -2.955 0.365 7.002
H -4.519 0.294 6.211
H -2.811 0.401 4.489
H -3.547 -1.193 4.433
```

Output
- HOMO-LUMO gap (eV) = 9.681
- E_LUMO (eV) = 0.3
- 2S+1 = 1
- molar mass (g mol⁻¹) = 798.274
- structure (SMILES) = [H]/N=C/C[C@@]1(Cl)[C@@H](C(F)(F)c2cccc(C(F)(F)F)c2)[C@H](OC[C@@H](C)CC(C)C)[C@](CCO)(P(O)(O)=S)OS1(=O)=O.CCCC#N.CCCC#N
- maximum force (eV/Å) = 0.665
- calculated total energy (eV) = -108766.413
- HOMO (eV) = -9.342

Here is a structure of composition C31H46CoNO2 in a non-equilibrium geometry from OMol25. Energies are from ωB97M-V/def2-TZVPD.

The geometry in XYZ format:
```
81
C31H46CoNO2 (ωB97M-V/def2-TZVPD)
O 3.838 -2.441 -1.692
C 4.759 -3.033 -0.719
C 5.759 -1.875 -0.896
H 5.067 -4.058 -1.019
H 4.355 -2.990 0.300
C 4.783 -1.385 -2.029
H 6.744 -2.264 -1.227
H 5.897 -1.151 -0.078
C 5.486 -1.485 -3.353
H 5.825 -2.516 -3.533
H 6.377 -0.834 -3.379
H 4.795 -1.209 -4.161
C 4.102 -0.021 -1.928
H 3.707 0.209 -0.922
H 3.220 -0.041 -2.618
H 4.743 0.831 -2.247
Co -0.067 0.879 0.336
C 0.830 1.326 2.072
C 0.047 0.459 2.916
C 0.519 -0.853 2.738
H -0.748 0.766 3.588
C 1.581 -0.848 1.802
C 1.739 0.495 1.301
H 2.572 0.937 0.751
H 0.904 2.405 2.090
H 0.133 -1.712 3.280
H 2.253 -1.669 1.559
C -0.029 3.078 0.024
C 1.334 3.350 -0.329
C 1.627 2.690 -1.543
H 1.983 4.030 0.206
C 0.447 2.075 -2.022
C -0.591 2.222 -1.025
H -1.655 2.073 -1.129
H -0.623 3.547 0.814
H 2.568 2.777 -2.083
H 0.289 1.625 -3.000
O 0.697 -3.067 -2.193
C 1.483 -3.594 -3.376
C 0.933 -4.922 -3.900
H 2.575 -3.641 -3.197
H 1.327 -2.848 -4.186
C -0.310 -5.185 -3.054
H 1.678 -5.716 -3.827
H 0.671 -4.809 -4.957
C -0.511 -3.872 -2.256
H -0.100 -6.068 -2.426
H -1.174 -5.398 -3.693
H -0.937 -4.186 -1.286
H -1.283 -3.271 -2.782
C -6.123 2.914 2.810
C -4.606 2.954 2.751
C -3.876 3.989 3.341
C -2.482 3.984 3.317
C -1.807 5.149 3.974
C -1.825 2.914 2.714
C -2.501 1.886 1.973
C -3.926 1.918 2.104
N -1.862 0.947 1.163
C -2.597 -0.254 0.621
C -3.228 -1.075 1.755
C -3.576 0.196 -0.472
C -1.567 -1.145 -0.061
H -6.472 2.688 3.837
H -6.560 3.882 2.503
H -6.490 2.122 2.130
H -4.407 4.817 3.816
H -2.168 6.089 3.539
H -2.055 5.210 5.041
H -0.723 5.131 3.876
H -0.748 2.877 2.844
H -4.557 1.144 1.648
H -3.996 -0.523 2.309
H -3.691 -1.977 1.321
H -2.436 -1.377 2.462
H -3.003 0.587 -1.331
H -4.174 -0.668 -0.800
H -4.248 0.991 -0.129
H -0.845 -0.602 -0.699
H -0.995 -1.732 0.653
H -2.078 -1.848 -0.727
```

Output
- HOMO-LUMO gap (spin up / spin down) (eV) = 5.819 / 5.882
- charge = -1
- E_LUMO (spin up / spin down) (eV) = 2.5 / 2.5
- 2S+1 = 4
- molar mass (g mol⁻¹) = 523.647
- ΔE to the lowest compared entry with this formula, charge and spin (kcal/mol) = 11.2
- maximum force (eV/Å) = 3.492
- calculated total energy (eV) = -76101.160
- HOMO (spin up / spin down) (eV) = -3.276 / -3.339

Here is a structure of composition C31H46N5NaO6S2 in a non-equilibrium geometry from OMol25. Energies are from ωB97M-V/def2-TZVPD.

The geometry in XYZ format:
```
91
C31H46N5NaO6S2 (ωB97M-V/def2-TZVPD)
Na 1.912 1.360 -0.819
C -2.331 -3.437 3.566
C -2.858 -2.386 2.577
C -3.374 -3.111 1.338
C -4.035 -1.636 3.218
C -1.757 -1.382 2.244
C -1.326 -1.160 1.003
C -0.248 -0.191 0.742
N 0.228 0.092 -0.392
C -0.268 -0.218 -1.687
C -1.623 -0.324 -1.967
C -2.100 -0.530 -3.255
C -1.141 -0.598 -4.269
C 0.219 -0.440 -4.064
C 0.722 -0.206 -2.734
O 1.961 -0.001 -2.485
C 1.212 -0.477 -5.228
C 0.531 -0.787 -6.560
C 1.903 0.888 -5.365
C 2.269 -1.564 -4.986
C -3.586 -0.631 -3.590
C -4.010 0.545 -4.480
C -3.865 -1.944 -4.333
C -4.459 -0.609 -2.335
C 0.482 0.509 1.936
O 1.754 0.453 1.894
C -0.150 0.209 3.303
C -1.162 -0.660 3.384
C 0.483 0.750 4.589
C 1.722 -0.104 4.913
C -0.481 0.647 5.777
C 0.909 2.209 4.472
H -3.104 -4.190 3.750
H -2.055 -2.997 4.524
H -1.448 -3.938 3.166
H -4.144 -3.828 1.636
H -2.581 -3.656 0.823
H -3.819 -2.418 0.622
H -4.823 -2.342 3.500
H -4.454 -0.911 2.519
H -3.727 -1.097 4.114
H -1.699 -1.716 0.157
H -2.313 -0.206 -1.143
H -1.484 -0.754 -5.287
H -0.207 -0.029 -6.837
H 0.027 -1.757 -6.549
H 1.291 -0.813 -7.347
H 1.167 1.664 -5.593
H 2.632 0.860 -6.184
H 2.417 1.149 -4.444
H 1.793 -2.547 -4.925
H 2.805 -1.377 -4.058
H 2.983 -1.582 -5.817
H -3.449 0.551 -5.417
H -3.819 1.493 -3.975
H -5.077 0.487 -4.722
H -3.300 -2.008 -5.264
H -4.930 -2.034 -4.578
H -3.578 -2.797 -3.714
H -4.355 0.326 -1.781
H -4.204 -1.425 -1.654
H -5.511 -0.717 -2.617
H -1.560 -0.899 4.360
H 1.442 -1.150 5.065
H 2.186 0.270 5.832
H 2.441 -0.055 4.098
H -0.670 -0.383 6.090
H -1.439 1.121 5.553
H -0.036 1.167 6.630
H 1.574 2.370 3.637
H 1.418 2.485 5.406
H 0.056 2.872 4.333
C 4.491 2.591 3.389
C 5.487 2.323 2.325
N 6.779 2.386 2.467
N 7.251 1.982 1.248
C 6.302 1.676 0.345
S 6.529 1.143 -1.228
N 5.151 1.908 1.055
N 3.842 1.744 0.578
H 5.001 3.099 4.206
H 4.072 1.652 3.756
H 3.651 3.187 3.033
H 8.234 1.938 1.051
H 3.404 0.954 1.065
H 3.307 2.558 0.904
O -0.437 4.409 1.226
S 0.522 3.340 1.071
O 0.810 2.995 -0.329
O -0.164 2.083 1.745
O 1.794 3.579 1.779
```

Output
- HOMO-LUMO gap (eV) = 5.496
- charge = -2
- E_LUMO (eV) = 4.0
- 2S+1 = 1
- molar mass (g mol⁻¹) = 671.862
- ΔE to the lowest compared entry with this formula, charge and spin (kcal/mol) = 14.4
- maximum force (eV/Å) = 1.344
- calculated total energy (eV) = -78719.840
- HOMO (eV) = -1.495

Here is a structure of composition C31H46NO2Sr in a non-equilibrium geometry from OMol25. Energies are from ωB97M-V/def2-TZVPD.

The geometry in XYZ format:
```
81
C31H46NO2Sr (ωB97M-V/def2-TZVPD)
O -0.027 -0.184 -2.531
C 1.038 -0.450 -3.525
C 0.352 0.402 -4.586
H 1.067 -1.520 -3.767
H 2.005 -0.062 -3.172
C -0.707 0.681 -3.506
H -0.024 -0.205 -5.411
H 0.934 1.270 -4.917
C -2.078 0.135 -3.846
H -1.999 -0.907 -4.179
H -2.515 0.721 -4.666
H -2.749 0.205 -2.980
C -0.743 2.121 -3.054
H 0.266 2.501 -2.866
H -1.339 2.229 -2.140
H -1.202 2.744 -3.835
Sr 0.309 -0.609 0.155
C 1.164 1.861 1.488
C 2.270 0.969 1.525
C 2.773 0.834 0.199
H 2.694 0.515 2.422
C 1.968 1.640 -0.657
C 0.965 2.264 0.138
H 0.231 2.994 -0.208
H 0.622 2.252 2.352
H 3.655 0.261 -0.099
H 2.139 1.818 -1.719
C -2.045 -0.595 1.934
C -2.142 0.633 1.220
C -2.425 0.331 -0.143
H -2.086 1.633 1.652
C -2.482 -1.090 -0.274
C -2.245 -1.663 1.011
H -2.281 -2.720 1.268
H -1.922 -0.696 3.011
H -2.664 1.059 -0.915
H -2.727 -1.634 -1.187
O 0.710 -1.191 -6.859
C 0.118 -0.341 -7.882
C 0.454 -0.881 -9.283
H 0.496 0.688 -7.761
H -0.970 -0.305 -7.701
C 1.496 -1.990 -9.035
H 0.818 -0.089 -9.942
H -0.450 -1.317 -9.717
C 1.374 -2.289 -7.529
H 2.494 -1.602 -9.260
H 1.308 -2.879 -9.642
H 2.347 -2.462 -7.052
H 0.766 -3.196 -7.381
C 1.405 -3.168 7.332
C 1.100 -2.162 6.255
C 0.737 -0.859 6.599
C 0.414 0.081 5.610
C 0.071 1.479 6.042
C 0.422 -0.308 4.276
C 0.872 -1.609 3.849
C 1.183 -2.514 4.914
N 0.982 -1.890 2.518
C 1.550 -3.183 2.036
C 2.975 -3.431 2.535
C 0.658 -4.376 2.388
C 1.641 -3.132 0.500
H 2.272 -2.862 7.933
H 0.555 -3.280 8.017
H 1.623 -4.150 6.897
H 0.703 -0.568 7.651
H -0.815 1.485 6.692
H 0.892 1.918 6.627
H -0.124 2.132 5.186
H 0.098 0.408 3.515
H 1.508 -3.532 4.687
H 3.036 -3.569 3.615
H 3.360 -4.347 2.066
H 3.631 -2.595 2.263
H -0.344 -4.257 1.954
H 1.112 -5.291 1.986
H 0.535 -4.513 3.463
H 0.642 -3.106 0.022
H 2.282 -2.298 0.155
H 2.117 -4.050 0.135
```

Output
- HOMO-LUMO gap (eV) = 4.795
- charge = -1
- E_LUMO (eV) = 1.9
- 2S+1 = 1
- molar mass (g mol⁻¹) = 552.334
- ΔE to the lowest compared entry with this formula, charge and spin (kcal/mol) = 0.0
- maximum force (eV/Å) = 2.325
- calculated total energy (eV) = -39314.876
- HOMO (eV) = -2.855

Which value of calculated total energy does entry 2 give? -76101.160 eV

What did the fourth record say?
Here is a structure of composition C31H46NO2Sr in a non-equilibrium geometry from OMol25. Energies are from ωB97M-V/def2-TZVPD.

The geometry in XYZ format:
```
81
C31H46NO2Sr (ωB97M-V/def2-TZVPD)
O -0.027 -0.184 -2.531
C 1.038 -0.450 -3.525
C 0.352 0.402 -4.586
H 1.067 -1.520 -3.767
H 2.005 -0.062 -3.172
C -0.707 0.681 -3.506
H -0.024 -0.205 -5.411
H 0.934 1.270 -4.917
C -2.078 0.135 -3.846
H -1.999 -0.907 -4.179
H -2.515 0.721 -4.666
H -2.749 0.205 -2.980
C -0.743 2.121 -3.054
H 0.266 2.501 -2.866
H -1.339 2.229 -2.140
H -1.202 2.744 -3.835
Sr 0.309 -0.609 0.155
C 1.164 1.861 1.488
C 2.270 0.969 1.525
C 2.773 0.834 0.199
H 2.694 0.515 2.422
C 1.968 1.640 -0.657
C 0.965 2.264 0.138
H 0.231 2.994 -0.208
H 0.622 2.252 2.352
H 3.655 0.261 -0.099
H 2.139 1.818 -1.719
C -2.045 -0.595 1.934
C -2.142 0.633 1.220
C -2.425 0.331 -0.143
H -2.086 1.633 1.652
C -2.482 -1.090 -0.274
C -2.245 -1.663 1.011
H -2.281 -2.720 1.268
H -1.922 -0.696 3.011
H -2.664 1.059 -0.915
H -2.727 -1.634 -1.187
O 0.710 -1.191 -6.859
C 0.118 -0.341 -7.882
C 0.454 -0.881 -9.283
H 0.496 0.688 -7.761
H -0.970 -0.305 -7.701
C 1.496 -1.990 -9.035
H 0.818 -0.089 -9.942
H -0.450 -1.317 -9.717
C 1.374 -2.289 -7.529
H 2.494 -1.602 -9.260
H 1.308 -2.879 -9.642
H 2.347 -2.462 -7.052
H 0.766 -3.196 -7.381
C 1.405 -3.168 7.332
C 1.100 -2.162 6.255
C 0.737 -0.859 6.599
C 0.414 0.081 5.610
C 0.071 1.479 6.042
C 0.422 -0.308 4.276
C 0.872 -1.609 3.849
C 1.183 -2.514 4.914
N 0.982 -1.890 2.518
C 1.550 -3.183 2.036
C 2.975 -3.431 2.535
C 0.658 -4.376 2.388
C 1.641 -3.132 0.500
H 2.272 -2.862 7.933
H 0.555 -3.280 8.017
H 1.623 -4.150 6.897
H 0.703 -0.568 7.651
H -0.815 1.485 6.692
H 0.892 1.918 6.627
H -0.124 2.132 5.186
H 0.098 0.408 3.515
H 1.508 -3.532 4.687
H 3.036 -3.569 3.615
H 3.360 -4.347 2.066
H 3.631 -2.595 2.263
H -0.344 -4.257 1.954
H 1.112 -5.291 1.986
H 0.535 -4.513 3.463
H 0.642 -3.106 0.022
H 2.282 -2.298 0.155
H 2.117 -4.050 0.135
```

Output
- HOMO-LUMO gap (eV) = 4.795
- charge = -1
- E_LUMO (eV) = 1.9
- 2S+1 = 1
- molar mass (g mol⁻¹) = 552.334
- ΔE to the lowest compared entry with this formula, charge and spin (kcal/mol) = 0.0
- maximum force (eV/Å) = 2.325
- calculated total energy (eV) = -39314.876
- HOMO (eV) = -2.855

Number 1 is which compound? C31H46ClF5N3O7PS2

maximum force of number 2 (C31H46CoNO2)? 3.492 eV/Å